1.
The following is a quantum chemistry calculation of a single C22H21N5O2S2 molecule at a distorted geometry, from the OMol25 dataset.

Atoms and positions in Å:
C1 -0.77 4.76 -0.14
C2 -1.51 3.51 0.20
C3 -0.96 2.58 1.09
C4 -1.61 1.39 1.35
C5 -2.82 1.09 0.72
C6 -3.46 -0.20 0.97
C7 -3.67 -0.68 2.22
S1 -4.49 -2.20 2.29
C8 -4.58 -2.24 0.57
N1 -5.17 -3.21 -0.10
C9 -5.15 -3.09 -1.41
N2 -4.55 -2.12 -2.09
C10 -3.94 -1.17 -1.43
S2 -3.15 0.02 -2.50
C11 -1.60 0.16 -1.74
N3 -0.73 1.09 -1.94
N4 0.35 0.77 -1.21
C12 0.10 -0.34 -0.60
C13 0.98 -1.10 0.33
N5 2.35 -1.12 -0.12
C14 3.09 0.12 -0.05
C15 4.18 0.10 1.03
C16 5.45 -0.60 0.57
C17 5.25 -2.07 0.21
C18 4.31 -2.29 -0.98
C19 2.86 -2.29 -0.58
O1 2.18 -3.30 -0.64
O2 -1.14 -0.80 -0.90
C20 -3.96 -1.11 -0.03
C21 -3.39 2.04 -0.12
C22 -2.74 3.23 -0.38
H1 -0.09 4.56 -0.97
H2 -1.45 5.55 -0.44
H3 -0.17 5.10 0.70
H4 -0.02 2.79 1.56
H5 -1.17 0.67 2.03
H6 -3.41 -0.20 3.14
H7 -5.66 -3.85 -1.99
H8 0.63 -2.14 0.37
H9 0.92 -0.66 1.33
H10 2.37 0.91 0.15
H11 3.55 0.34 -1.02
H12 3.78 -0.40 1.92
H13 4.42 1.12 1.31
H14 6.20 -0.54 1.37
H15 5.85 -0.07 -0.29
H16 6.22 -2.50 -0.03
H17 4.86 -2.61 1.07
H18 4.50 -1.53 -1.75
H19 4.51 -3.27 -1.42
H20 -4.35 1.84 -0.58
H21 -3.19 3.95 -1.05

Results
net charge: 0
multiplicity: 1
Kohn-Sham gap: 0.313 Ha
highest occupied orbital energy: -8.6074 eV



2.
The following is a quantum chemistry calculation of a molecular structure, C66H61AsCsN3O3PTe at a distorted geometry, from the OMol25 dataset.

Atoms and positions in Å:
Cs1 0.80 1.14 -0.42
O1 -2.17 3.12 1.86
C1 -2.99 2.34 1.62
C2 -4.00 1.43 1.78
C3 -5.26 1.92 2.27
C4 -6.34 1.08 2.33
C5 -6.23 -0.25 1.91
C6 -5.00 -0.73 1.46
C7 -3.87 0.07 1.35
P1 -2.12 -0.42 0.86
C8 -1.68 -0.66 2.64
C9 -0.78 0.25 3.19
C10 -0.45 0.21 4.53
C11 -1.00 -0.76 5.36
C12 -1.91 -1.67 4.83
C13 -2.26 -1.61 3.49
C14 -2.55 -2.11 0.26
C15 -2.12 -3.29 0.85
C16 -2.51 -4.52 0.33
C17 -3.32 -4.58 -0.79
C18 -3.73 -3.41 -1.41
C19 -3.34 -2.18 -0.89
H1 -5.32 2.94 2.62
H2 -7.28 1.45 2.71
H3 -7.09 -0.91 1.94
H4 -4.93 -1.77 1.17
H5 -0.34 1.01 2.55
H6 0.26 0.92 4.94
H7 -0.72 -0.81 6.40
H8 -2.35 -2.43 5.46
H9 -2.99 -2.30 3.10
H10 -1.44 -3.26 1.70
H11 -2.16 -5.43 0.80
H12 -3.62 -5.54 -1.19
H13 -4.35 -3.45 -2.30
H14 -3.64 -1.26 -1.38
O2 2.76 2.61 -0.25
C20 3.80 2.67 -0.96
C21 5.00 1.98 -0.57
C22 6.14 1.95 -1.34
C23 6.19 2.63 -2.56
C24 5.08 3.35 -2.96
C25 3.90 3.41 -2.20
C26 2.84 4.33 -2.61
N1 1.75 4.65 -1.95
C27 1.15 5.66 -2.66
C28 1.85 5.94 -3.79
N2 2.92 5.08 -3.76
H15 4.96 1.47 0.38
H16 7.01 1.40 -0.99
H17 7.09 2.62 -3.17
H18 5.15 3.91 -3.89
H19 0.25 6.14 -2.30
H20 1.69 6.64 -4.59
H21 3.64 5.02 -4.45
C29 0.39 -2.96 -1.53
C30 0.14 -1.64 -0.79
O3 -0.43 -0.71 -1.48
N3 0.47 -1.46 0.46
Te1 1.59 -2.71 1.88
C31 2.74 -4.15 3.46
C32 4.14 -4.19 3.67
C33 5.09 -3.42 2.79
C34 4.69 -4.94 4.73
C35 3.89 -5.65 5.60
C36 4.49 -6.45 6.74
C37 2.52 -5.61 5.41
C38 1.95 -4.88 4.37
C39 0.44 -4.89 4.23
C40 2.84 -3.56 0.36
C41 3.74 -2.76 -0.36
C42 3.93 -1.28 -0.11
C43 4.53 -3.33 -1.35
C44 4.47 -4.68 -1.65
C45 5.32 -5.28 -2.75
C46 3.58 -5.47 -0.93
C47 2.76 -4.93 0.06
C48 1.82 -5.88 0.76
H22 -0.28 -3.01 -2.39
H23 0.23 -3.81 -0.88
H24 1.43 -3.00 -1.89
H25 4.75 -2.39 2.67
H26 5.15 -3.86 1.79
H27 6.10 -3.41 3.22
H28 5.77 -4.95 4.87
H29 5.56 -6.25 6.83
H30 4.36 -7.52 6.59
H31 4.02 -6.19 7.69
H32 1.87 -6.16 6.09
H33 -0.01 -5.59 4.94
H34 0.14 -5.17 3.22
H35 0.02 -3.90 4.42
H36 3.42 -0.96 0.79
H37 3.57 -0.68 -0.95
H38 5.00 -1.06 -0.01
H39 5.23 -2.70 -1.90
H40 6.07 -4.57 -3.09
H41 4.70 -5.57 -3.60
H42 5.84 -6.18 -2.39
H43 3.52 -6.53 -1.15
H44 1.62 -6.75 0.14
H45 0.88 -5.37 0.99
H46 2.24 -6.21 1.71
C49 -2.36 9.04 -2.11
C50 -2.51 8.26 -3.25
C51 -2.46 6.88 -3.16
C52 -2.27 6.25 -1.94
C53 -2.11 7.05 -0.80
C54 -2.16 8.43 -0.88
As1 -2.14 4.30 -1.65
C55 -2.07 3.73 -3.53
C56 -0.85 3.23 -4.00
C57 -0.72 2.84 -5.32
C58 -1.79 2.93 -6.19
C59 -3.02 3.40 -5.73
C60 -3.16 3.79 -4.40
C61 -4.07 4.00 -1.42
C62 -4.50 2.67 -1.39
C63 -5.83 2.35 -1.16
C64 -6.76 3.37 -0.96
C65 -6.35 4.69 -0.99
C66 -5.01 5.01 -1.22
H47 -2.40 10.12 -2.18
H48 -2.65 8.74 -4.21
H49 -2.56 6.28 -4.06
H50 -1.94 6.56 0.16
H51 -2.04 9.03 0.01
H52 -0.01 3.16 -3.32
H53 0.23 2.45 -5.67
H54 -1.68 2.63 -7.23
H55 -3.86 3.46 -6.40
H56 -4.12 4.13 -4.04
H57 -3.77 1.88 -1.55
H58 -6.13 1.31 -1.13
H59 -7.79 3.12 -0.77
H60 -7.07 5.48 -0.84
H61 -4.71 6.05 -1.24

Results
net charge: -2
multiplicity: 2
Kohn-Sham gap (alpha / beta): 0.169 / 0.169 Ha
highest occupied orbital energy (alpha / beta): -1.1066 / -1.1075 eV



3.
The following is a quantum chemistry calculation of a molecular structure, C36H54N5O2P2Zn at a distorted geometry, from the OMol25 dataset.

Atoms and positions in Å:
C1 -0.83 -1.46 -2.63
C2 0.81 -2.26 -1.14
C3 -0.60 -2.53 -3.51
C4 1.19 -3.24 -2.09
C5 0.44 -3.41 -3.23
H1 -1.23 -2.62 -4.40
H2 2.02 -3.89 -1.82
H3 0.68 -4.22 -3.91
N1 -0.19 -1.35 -1.47
P1 -1.57 1.18 -2.03
P2 0.55 -1.85 1.65
C6 -1.88 -0.39 -2.98
H4 -1.88 -0.20 -4.07
H5 -2.89 -0.78 -2.72
C7 1.36 -2.39 0.18
H6 2.47 -2.68 0.25
C8 1.85 -1.33 3.01
C9 -0.03 -3.64 1.96
C10 -0.39 2.11 -3.12
C11 -3.28 1.95 -1.90
C12 1.75 0.19 3.21
H7 0.73 0.50 3.46
H8 2.41 0.48 4.05
H9 2.07 0.75 2.33
C13 1.50 -1.97 4.36
H10 0.49 -1.71 4.69
H11 1.61 -3.07 4.35
H12 2.20 -1.59 5.12
C14 3.28 -1.69 2.60
H13 3.95 -1.33 3.41
H14 3.44 -2.77 2.51
H15 3.57 -1.20 1.67
C15 -1.08 -3.53 3.07
H16 -1.80 -2.74 2.85
H17 -1.62 -4.48 3.12
H18 -0.64 -3.34 4.06
C16 -0.71 -4.19 0.70
H19 -1.52 -3.55 0.36
H20 0.00 -4.33 -0.12
H21 -1.13 -5.16 0.96
C17 1.17 -4.53 2.32
H22 2.15 -4.14 2.02
H23 1.20 -4.77 3.39
H24 1.06 -5.49 1.79
C18 -3.16 3.32 -1.21
H25 -4.18 3.70 -1.02
H26 -2.65 3.24 -0.24
H27 -2.64 4.06 -1.83
C19 -4.15 1.03 -1.01
H28 -4.42 0.10 -1.52
H29 -3.66 0.78 -0.06
H30 -5.08 1.57 -0.78
C20 -3.95 2.10 -3.27
H31 -5.00 2.37 -3.10
H32 -3.50 2.89 -3.87
H33 -3.94 1.16 -3.84
C21 0.95 1.32 -3.24
H34 1.63 1.88 -3.92
H35 1.45 1.23 -2.27
H36 0.80 0.32 -3.66
C22 -0.07 3.49 -2.49
H37 0.14 3.42 -1.41
H38 0.83 3.91 -2.98
H39 -0.89 4.20 -2.65
C23 -0.91 2.31 -4.56
H40 -1.18 1.37 -5.04
H41 -1.78 2.99 -4.59
H42 -0.11 2.78 -5.16
Zn1 -0.62 0.41 -0.01
C24 -2.11 -0.90 0.74
O1 -2.87 -1.67 0.70
N2 1.33 0.81 0.09
C25 2.43 0.21 -0.19
C26 3.66 -0.07 -0.67
C27 4.31 1.16 -0.61
C28 4.27 -1.21 -1.23
C29 5.60 1.28 -1.07
H43 3.73 2.00 -0.20
C30 5.59 -1.07 -1.69
H44 3.75 -2.16 -1.34
C31 6.25 0.16 -1.60
H45 6.07 2.26 -0.99
H46 6.11 -1.93 -2.13
H47 7.28 0.26 -1.94
C32 -3.72 1.68 4.17
N3 -2.69 2.21 3.27
C33 -2.32 3.52 3.31
C34 -1.30 3.96 2.51
C35 -0.68 3.04 1.66
N4 -1.20 1.80 1.47
C36 -2.14 1.35 2.36
O2 -2.54 0.14 2.34
N5 0.43 3.34 0.94
H48 -4.55 1.25 3.59
H49 -4.09 2.51 4.77
H50 -3.30 0.91 4.83
H51 -2.88 4.13 4.03
H52 -0.94 4.98 2.56
H53 0.89 4.22 1.14
H54 1.03 2.58 0.62

Results
net charge: +1
multiplicity: 1
Kohn-Sham gap: 0.185 Ha
highest occupied orbital energy: -8.0277 eV



4.
The following is a quantum chemistry calculation of a single C4H7Cl2NSi molecule at a distorted geometry, from the OMol25 dataset.

Atoms and positions in Å:
C1 1.02 1.69 -1.39
Si1 1.08 0.01 -0.60
Cl1 3.14 -0.29 -0.17
Cl2 0.59 -1.16 -2.35
C2 0.06 -0.41 0.95
C3 -1.37 -0.79 0.59
C4 -2.18 -0.94 1.70
N1 -2.74 -1.08 2.67
H1 1.40 2.41 -0.71
H2 -0.07 1.72 -1.47
H3 1.48 1.64 -2.34
H4 0.50 -1.34 1.42
H5 0.20 0.37 1.70
H6 -1.35 -1.79 0.02
H7 -1.78 -0.04 -0.02

Results
net charge: 0
multiplicity: 1
Kohn-Sham gap: 0.417 Ha
highest occupied orbital energy: -11.0127 eV